Entry 1:
{
  "formula": "C12H21Br4ClN5OS",
  "method": "the ωB97M-V functional and the def2-TZVPD basis",
  "orbital_gap_ev": 7.4,
  "total_charge": 1,
  "e_tot_ha": -11972.90991,
  "species": ["C", "C", "O", "N", "C", "N", "C", "C", "N", "N", "Cl", "C", "C", "N", "C", "S", "H", "H", "H", "H", "H", "H", "H", "H", "H", "H", "H", "H", "H", "Br", "C", "C", "Br", "H", "H", "H", "H", "Br", "C", "C", "Br", "H", "H", "H", "H"],
  "xyz": [[-2.648, -1.650, -2.670], [-1.134, -1.123, -2.815], [-0.528, -1.898, -3.874], [-0.425, -1.307, -1.497], [-0.971, -0.263, -0.620], [-1.836, -0.525, 0.348], [-2.375, 0.552, 1.217], [-2.568, 0.089, 2.743], [-1.776, 0.569, 3.672], [-0.529, 1.108, -0.873], [0.866, 1.519, 0.046], [-0.423, 1.431, -2.316], [-1.193, 0.413, -3.286], [-0.642, 0.541, -4.686], [-1.021, 1.702, -5.112], [-1.076, 3.239, -5.707], [-2.760, -2.488, -1.916], [-2.956, -2.004, -3.700], [-3.374, -0.825, -2.366], [0.389, -2.123, -3.621], [0.607, -1.178, -1.610], [-2.127, -1.515, 0.438], [-1.708, 1.476, 1.298], [-3.359, 0.934, 0.768], [-3.384, -0.616, 3.089], [-2.049, 0.162, 4.589], [-0.932, 2.450, -2.465], [0.652, 1.577, -2.657], [-2.282, 0.740, -3.321], [0.032, -0.725, 6.546], [1.426, 0.600, 6.220], [1.296, 1.202, 4.844], [1.945, -0.022, 3.471], [2.381, 0.104, 6.387], [1.278, 1.361, 6.987], [1.924, 2.089, 4.753], [0.271, 1.459, 4.581], [2.650, -1.812, -2.482], [3.547, -0.455, -1.406], [4.430, -1.082, -0.360], [3.356, -1.766, 1.114], [2.770, 0.179, -0.983], [4.138, 0.126, -2.116], [5.089, -0.334, 0.082], [5.029, -1.911, -0.735]],
  "forces_ev_per_angstrom": [[0.10, 0.32, -0.14], [-1.35, -0.73, -1.42], [-0.13, 0.37, 2.12], [-1.64, 1.72, 0.88], [1.48, -0.25, -0.33], [1.67, 0.77, -1.53], [-1.08, 1.28, 1.81], [1.21, 0.53, 1.54], [-1.99, -1.19, -2.30], [-1.22, -1.81, 0.20], [-0.39, -0.05, 0.17], [0.05, 0.98, -1.47], [-0.29, -0.04, 0.62], [-2.52, 4.92, -0.10], [2.67, -0.46, -0.64], [-0.35, -3.66, 1.36], [0.40, 0.80, -1.06], [0.32, 0.34, 1.27], [1.01, -0.93, -0.35], [-0.53, 0.24, -0.29], [-0.87, 0.21, 0.14], [0.29, 0.78, 0.11], [-0.53, -1.68, -0.43], [1.23, -0.83, 0.68], [0.70, 0.65, -1.13], [0.25, 0.35, -0.61], [0.82, -1.40, 0.30], [-1.20, -0.55, 0.51], [1.31, -0.58, 0.28], [0.08, -0.06, 0.01], [-0.19, 0.13, 0.14], [0.16, 0.10, -0.03], [-0.21, 0.29, 0.13], [-0.12, 0.04, -0.09], [0.01, -0.05, -0.12], [0.00, -0.11, 0.08], [0.15, -0.11, 0.07], [0.33, -0.11, -0.05], [0.33, 0.23, -0.26], [-0.06, -0.02, 0.32], [0.15, -0.26, -0.31], [0.19, -0.15, -0.01], [-0.03, -0.11, 0.05], [-0.09, -0.01, -0.11], [-0.11, 0.12, -0.03]]
}

Entry 2:
{
  "formula": "C12H21BrN2O5S",
  "method": "the ωB97M-V functional and the def2-TZVPD basis",
  "orbital_gap_ev": 9.9,
  "total_charge": 0,
  "e_tot_ha": -3927.49512,
  "species": ["C", "C", "C", "C", "C", "Br", "C", "C", "O", "S", "O", "O", "O", "C", "C", "N", "H", "H", "H", "H", "H", "H", "H", "H", "H", "H", "H", "H", "H", "H", "C", "C", "O", "N", "C", "H", "H", "H", "H", "H", "H", "H"],
  "xyz": [[-2.873, -3.796, 1.677], [-2.199, -2.901, 0.966], [-1.266, -2.193, -0.130], [0.256, -1.917, 0.340], [0.475, -0.396, 0.935], [0.370, 0.948, -0.576], [-0.591, -0.012, 2.094], [0.195, 1.025, 3.099], [0.936, -1.770, -0.981], [2.226, -2.877, -1.145], [2.553, -3.392, -2.526], [3.483, -2.070, -0.797], [1.668, -3.999, -0.015], [1.127, -3.093, 1.025], [0.693, -3.718, 2.447], [1.786, -4.707, 2.855], [-3.388, -4.631, 2.297], [-1.305, -2.739, -1.154], [-1.738, -1.143, -0.329], [1.571, -0.325, 1.332], [-0.853, -0.998, 2.638], [-1.512, 0.472, 1.596], [-0.418, 1.297, 4.032], [1.180, 0.465, 3.382], [0.463, 1.939, 2.434], [2.102, -2.511, 1.318], [0.614, -2.945, 3.293], [-0.281, -4.358, 2.383], [1.584, -5.545, 2.261], [2.647, -4.287, 2.436], [-0.488, 3.552, -3.466], [-0.848, 4.342, -2.237], [-0.971, 3.816, -1.138], [-1.037, 5.684, -2.374], [-0.938, 6.485, -3.574], [-0.369, 2.500, -3.200], [-1.284, 3.632, -4.210], [0.457, 3.912, -3.881], [-1.275, 6.146, -1.507], [-0.175, 7.249, -3.413], [-1.902, 6.972, -3.740], [-0.677, 5.890, -4.448]],
  "forces_ev_per_angstrom": [[3.71, 4.37, -3.71], [-2.74, -5.60, 2.72], [-1.43, 0.62, 1.03], [-0.08, 0.50, -1.74], [0.04, -1.03, 1.05], [-0.14, -0.71, 1.36], [1.18, 0.20, -0.08], [0.01, -0.94, -1.21], [1.65, -2.95, -0.04], [5.01, 2.97, -2.97], [-3.27, 0.18, 4.02], [-4.34, -2.57, 1.04], [-0.54, 2.05, -0.91], [1.30, 2.84, 2.26], [-0.24, -2.06, -0.53], [-0.60, 0.77, -1.83], [1.13, 2.26, -1.42], [0.18, 0.59, 2.08], [0.92, -1.84, 0.31], [-2.03, -0.15, -0.82], [0.18, 1.66, -0.79], [1.40, -0.90, 1.00], [1.01, -0.33, -1.55], [-1.77, 1.25, -0.20], [-0.45, -1.38, 1.48], [-1.67, -0.74, -0.29], [-0.01, -0.74, -1.79], [1.64, 1.60, 0.09], [0.56, 0.83, 0.78], [-0.58, -0.81, 0.73], [0.05, -0.17, -0.07], [-0.13, 0.02, 0.66], [0.04, 0.09, -0.35], [0.08, -0.49, -0.01], [-0.12, 0.27, 0.41], [-0.06, 0.21, 0.07], [0.17, 0.04, -0.08], [-0.13, -0.01, -0.14], [0.04, -0.06, -0.15], [-0.03, 0.05, -0.30], [0.12, 0.08, -0.28], [-0.03, 0.01, 0.18]]
}

Entry 3:
{
  "formula": "C12H21CrO5S4",
  "method": "the ωB97M-V functional and the def2-TZVPD basis",
  "spin_multiplicity": 2,
  "orbital_gap_ev": [7.1, 7.8],
  "total_charge": 2,
  "e_tot_ha": -3482.74739,
  "species": ["Cr", "C", "C", "S", "C", "C", "S", "C", "C", "S", "C", "C", "S", "H", "H", "H", "H", "H", "H", "H", "H", "H", "H", "H", "H", "H", "H", "H", "H", "O", "C", "O", "C", "O", "C", "C", "O", "O", "H", "H", "H", "H", "H"],
  "xyz": [[-0.607, -0.068, 0.603], [2.943, 1.982, 0.053], [3.014, 0.502, 0.388], [1.644, 0.116, 1.532], [1.956, -1.629, 1.919], [1.713, -2.584, 0.762], [0.139, -2.260, -0.124], [0.760, -1.849, -1.798], [-0.351, -1.212, -2.603], [-0.988, 0.322, -1.844], [-0.082, 1.649, -2.712], [1.322, 1.925, -2.227], [1.277, 2.466, -0.489], [3.656, 2.243, -0.727], [3.154, 2.591, 0.931], [3.938, 0.265, 0.918], [2.955, -0.115, -0.506], [1.276, -1.831, 2.743], [2.979, -1.723, 2.284], [1.644, -3.602, 1.141], [2.507, -2.553, 0.017], [1.085, -2.777, -2.269], [1.608, -1.179, -1.689], [-1.208, -1.882, -2.679], [-0.017, -0.972, -3.611], [-0.715, 2.529, -2.587], [-0.092, 1.373, -3.766], [1.737, 2.741, -2.820], [1.973, 1.056, -2.325], [-3.087, 3.126, 1.276], [-2.537, 1.983, 1.042], [-1.321, 1.779, 1.064], [-3.494, 0.875, 0.683], [-2.796, -0.365, 0.684], [-3.122, -1.281, 1.751], [-1.957, -1.375, 2.752], [-2.081, -1.986, 3.768], [-0.858, -0.777, 2.324], [-2.451, 3.827, 1.496], [-3.872, 1.059, -0.327], [-4.343, 0.871, 1.366], [-3.274, -2.271, 1.322], [-4.025, -0.990, 2.283]],
  "forces_ev_per_angstrom": [[0.32, 0.39, 0.94], [-0.27, 0.02, -0.01], [-0.25, 0.00, 0.05], [0.04, -0.25, 0.02], [-0.07, 0.17, 0.02], [-0.13, 0.01, -0.03], [0.20, 0.27, -0.12], [-0.08, -0.19, 0.14], [-0.13, 0.07, 0.12], [-0.15, -0.48, 0.00], [0.01, -0.05, 0.25], [0.11, 0.16, 0.29], [0.02, -0.20, -0.22], [0.06, 0.02, 0.04], [0.03, 0.01, -0.01], [0.00, -0.02, 0.00], [0.03, -0.04, -0.02], [0.05, -0.03, 0.04], [0.00, -0.02, 0.01], [0.04, -0.02, -0.04], [0.01, 0.01, 0.00], [0.02, 0.00, 0.00], [0.05, 0.00, -0.03], [-0.01, 0.02, -0.07], [-0.03, -0.02, -0.02], [-0.01, 0.00, -0.06], [-0.09, 0.02, -0.01], [0.05, -0.07, -0.07], [-0.03, -0.01, -0.05], [-0.28, 0.02, 0.00], [0.18, -0.29, -0.06], [-0.06, 0.18, 0.22], [-0.08, 0.07, -0.05], [0.33, 0.13, -0.19], [0.34, -0.26, 0.47], [-1.26, -0.44, 0.02], [0.33, 0.25, -0.15], [0.63, 0.36, -1.22], [0.17, 0.02, 0.01], [-0.03, 0.05, 0.01], [0.00, -0.03, 0.01], [-0.03, 0.06, -0.11], [-0.04, 0.09, -0.11]]
}

Entry 4:
{
  "formula": "C12H21F5IrN4S5",
  "method": "the ωB97M-V functional and the def2-TZVPD basis",
  "orbital_gap_ev": 6.9,
  "total_charge": 1,
  "e_tot_ha": -3283.32556,
  "species": ["Ir", "N", "C", "C", "N", "C", "C", "N", "C", "C", "N", "H", "H", "H", "H", "H", "H", "H", "H", "H", "H", "H", "H", "H", "H", "H", "H", "H", "H", "C", "S", "C", "C", "S", "S", "C", "S", "S", "H", "H", "H", "F", "C", "F", "C", "F", "F", "F"],
  "xyz": [[0.164, -0.041, 0.072], [0.648, -0.143, 2.253], [-0.594, -0.022, 3.019], [-1.267, 1.246, 2.517], [-1.263, 1.338, 1.016], [-0.775, 2.678, 0.593], [0.739, 2.751, 0.818], [1.416, 1.665, 0.052], [-2.588, 0.913, 0.494], [-2.722, -0.596, 0.717], [-1.566, -1.269, 0.059], [1.289, 0.604, 2.506], [1.141, -1.013, 2.449], [-1.181, -0.909, 2.803], [-0.448, 0.015, 4.100], [-2.290, 1.322, 2.889], [-0.731, 2.110, 2.908], [-0.996, 2.799, -0.465], [-1.280, 3.484, 1.134], [1.115, 3.727, 0.508], [0.988, 2.637, 1.872], [1.481, 1.957, -0.921], [2.380, 1.519, 0.347], [-3.408, 1.457, 0.971], [-2.614, 1.125, -0.568], [-2.735, -0.846, 1.772], [-3.662, -0.954, 0.296], [-1.407, -2.222, 0.384], [-1.779, -1.365, -0.933], [1.597, -5.306, 0.485], [1.167, -4.960, -1.235], [2.343, -3.736, -1.696], [2.515, -2.484, -1.227], [1.650, -1.846, 0.156], [3.783, -1.554, -1.987], [4.248, -2.715, -3.193], [5.391, -2.441, -4.319], [3.369, -4.207, -3.029], [0.939, -6.123, 0.778], [1.421, -4.447, 1.125], [2.629, -5.640, 0.567], [-0.797, -1.002, -2.500], [0.022, 0.002, -1.991], [1.245, -0.208, -2.558], [-0.481, 1.248, -2.768], [-1.695, 1.649, -2.342], [0.359, 2.294, -2.569], [-0.563, 1.034, -4.066]],
  "forces_ev_per_angstrom": [[-0.28, 0.39, 0.98], [0.02, -0.29, -0.11], [-0.06, 0.16, -0.08], [0.01, -0.13, 0.01], [-0.09, 0.20, -0.25], [0.03, -0.02, -0.02], [-0.12, 0.05, -0.17], [0.19, -0.27, -0.41], [0.05, -0.15, 0.01], [-0.03, 0.18, -0.24], [0.28, -0.23, -0.12], [0.08, -0.07, 0.03], [-0.01, 0.00, -0.02], [0.00, -0.03, 0.10], [0.08, 0.12, -0.02], [-0.02, 0.01, -0.05], [-0.01, -0.02, 0.04], [-0.02, 0.02, 0.02], [0.03, -0.02, 0.06], [-0.03, 0.01, 0.00], [0.00, 0.03, 0.01], [0.11, -0.01, 0.00], [-0.05, 0.04, 0.15], [0.03, -0.03, 0.10], [-0.04, 0.03, 0.00], [-0.07, 0.00, 0.01], [0.01, 0.03, -0.03], [-0.09, 0.05, 0.14], [0.09, -0.14, 0.02], [0.08, -0.11, -0.01], [-0.21, 0.19, 0.08], [0.05, -0.02, -0.24], [-0.23, 0.00, -0.01], [0.24, -0.10, -0.19], [0.07, -0.03, 0.14], [0.03, 0.00, -0.03], [-0.04, -0.01, 0.03], [0.09, 0.04, 0.06], [0.02, -0.01, 0.03], [0.00, 0.01, -0.02], [0.01, 0.01, -0.02], [0.03, -0.06, 0.08], [-0.33, 0.17, -0.06], [0.05, 0.03, -0.02], [0.04, -0.01, 0.01], [-0.05, -0.03, -0.04], [-0.01, 0.00, 0.07], [0.07, 0.02, 0.01]]
}